Entry 1:
The following is a DFT calculation (ωB97M-V/def2-TZVPD) of C26H28MoN6O9S as an isolated structure.

Element x y z (Å)
Mo1 0.145 -0.126 -0.110
O1 -0.484 -1.732 1.631
C1 -0.664 -3.136 1.663
C2 -0.751 -3.634 0.248
C3 -1.185 -4.925 -0.024
C4 -1.227 -5.342 -1.341
C5 -0.846 -4.452 -2.335
C6 -0.437 -3.183 -1.971
N1 -0.384 -2.777 -0.697
H1 -0.030 -1.395 2.442
H2 -1.579 -3.381 2.210
H3 0.178 -3.613 2.174
H4 -1.480 -5.579 0.786
H5 -1.554 -6.343 -1.590
H6 -0.860 -4.733 -3.379
H7 -0.128 -2.452 -2.705
O2 6.393 -1.871 -0.455
C7 5.184 -2.474 -0.604
O3 5.086 -3.522 -1.159
C8 4.057 -1.757 0.057
C9 3.960 -1.496 1.414
N2 2.746 -0.976 1.642
N3 2.069 -0.858 0.497
C10 2.834 -1.327 -0.477
C11 2.279 -1.220 -1.883
O4 2.968 -1.546 -2.824
O5 1.067 -0.770 -1.913
H8 6.265 -0.970 -0.134
H9 4.650 -1.687 2.219
H10 2.266 -0.698 2.502
O6 0.523 1.446 -0.407
C12 -7.279 1.103 -1.090
C13 -6.509 0.216 -2.064
C14 -5.000 0.292 -1.899
N4 -4.618 -0.187 -0.576
C15 -3.363 -0.330 -0.170
S1 -2.084 -0.118 -1.256
N5 -3.116 -0.759 1.101
C16 -3.968 -0.991 2.182
O7 -3.670 -1.840 2.991
C17 -5.188 -0.145 2.338
C18 -5.142 1.225 2.083
C19 -6.266 1.999 2.334
C20 -7.430 1.409 2.807
C21 -7.474 0.042 3.051
C22 -6.347 -0.735 2.833
H11 -8.348 1.073 -1.300
H12 -6.948 2.140 -1.165
H13 -7.149 0.794 -0.049
H14 -6.738 0.510 -3.089
H15 -6.831 -0.825 -1.964
H16 -4.644 1.318 -2.022
H17 -4.496 -0.317 -2.651
H18 -5.361 -0.358 0.083
H19 -2.157 -1.066 1.270
H20 -4.233 1.680 1.705
H21 -6.231 3.065 2.153
H22 -8.307 2.016 2.989
H23 -8.382 -0.415 3.423
H24 -6.350 -1.796 3.047
O8 -2.213 2.272 1.085
C23 -1.424 1.965 1.949
C24 -1.237 2.734 3.252
C25 -0.277 1.865 4.048
C26 0.045 0.744 3.086
O9 0.814 -0.199 3.387
N6 -0.585 0.856 1.912
H25 -2.206 2.884 3.726
H26 -0.835 3.718 3.009
H27 -0.710 1.440 4.953
H28 0.650 2.362 4.335

As for the net charge: 0.


Entry 2:
The following is a DFT calculation (ωB97M-V/def2-TZVPD) of C26H28N4SbSe4Zr as an isolated structure.

Element x y z (Å)
Zr1 0.123 -0.760 -0.693
Se1 -0.733 -3.728 -4.089
Sb1 0.993 -3.159 -2.589
Se2 1.359 -0.518 -2.828
Se3 -0.212 -3.134 -0.147
Se4 3.109 -4.111 -2.295
C1 2.498 -2.675 2.434
C2 3.398 -2.138 1.355
C3 4.604 -2.784 1.106
C4 5.503 -2.292 0.178
C5 5.220 -1.125 -0.511
C6 4.025 -0.445 -0.311
C7 3.788 0.849 -1.041
C8 3.129 -0.986 0.612
N1 1.842 -0.329 0.773
C9 1.576 0.321 1.837
C10 2.504 0.541 2.979
C11 0.188 0.944 1.888
C12 -0.169 1.790 3.057
N2 -0.588 0.691 0.899
C13 -1.876 1.345 0.789
C14 -3.029 0.618 1.073
C15 -2.997 -0.802 1.570
C16 -4.250 1.254 0.865
C17 -4.307 2.549 0.383
C18 -3.139 3.241 0.099
C19 -1.896 2.651 0.293
C20 -0.635 3.406 -0.032
H1 2.428 -3.759 2.357
H2 1.483 -2.286 2.389
H3 2.913 -2.444 3.419
H4 4.831 -3.691 1.653
H5 6.430 -2.816 -0.009
H6 5.932 -0.730 -1.225
H7 3.876 0.705 -2.118
H8 4.538 1.584 -0.743
H9 2.806 1.279 -0.850
H10 3.490 0.141 2.760
H11 2.116 0.048 3.874
H12 2.583 1.605 3.203
H13 -0.024 1.217 3.975
H14 -1.195 2.141 3.004
H15 0.504 2.648 3.116
H16 -3.683 -0.926 2.408
H17 -2.009 -1.121 1.901
H18 -3.315 -1.494 0.786
H19 -5.165 0.718 1.087
H20 -5.266 3.024 0.226
H21 -3.188 4.253 -0.285
H22 -0.852 4.238 -0.699
H23 0.120 2.783 -0.520
H24 -0.174 3.827 0.865
N3 -5.714 0.329 -5.518
C21 -4.889 0.148 -4.741
C22 -3.863 -0.063 -3.756
C23 -3.701 -1.304 -3.168
C24 -2.703 -1.466 -2.221
N4 -1.898 -0.463 -1.852
C25 -2.062 0.739 -2.435
C26 -3.022 0.989 -3.383
H25 -4.318 -2.145 -3.446
H26 -2.534 -2.423 -1.751
H27 -1.390 1.531 -2.126
H28 -3.115 1.968 -3.830

As for the net charge: +1.


Entry 3:
The following is a DFT calculation (ωB97M-V/def2-TZVPD) of C26H28N6O2 in the gas phase in a non-equilibrium geometry.

Element x y z (Å)
C1 -5.591 -1.547 1.979
C2 -5.031 -1.231 0.623
C3 -5.844 -1.179 -0.491
C4 -5.335 -0.888 -1.755
C5 -3.994 -0.643 -1.918
C6 -3.134 -0.685 -0.815
C7 -3.657 -0.980 0.458
N1 -2.795 -1.014 1.520
C8 -1.438 -0.782 1.478
O1 -0.780 -0.828 2.501
C9 -0.914 -0.483 0.147
C10 -1.731 -0.439 -0.927
H1 -1.329 -0.209 -1.904
C11 0.570 -0.223 0.106
N2 1.339 -1.448 -0.077
C12 2.632 -1.480 0.436
C13 2.897 -0.977 1.714
C14 4.178 -0.985 2.230
C15 5.226 -1.514 1.497
C16 4.964 -2.069 0.258
C17 3.689 -2.062 -0.281
C18 3.403 -2.711 -1.605
C19 2.006 -3.314 -1.536
C20 1.010 -2.195 -1.278
H2 0.004 -2.611 -1.144
H3 0.983 -1.527 -2.151
H4 1.745 -3.819 -2.467
H5 1.965 -4.042 -0.722
H6 4.152 -3.476 -1.818
H7 3.443 -1.970 -2.410
H8 5.766 -2.515 -0.313
H9 6.229 -1.515 1.895
H10 4.353 -0.586 3.219
H11 2.087 -0.615 2.329
C21 0.959 0.769 -0.938
N3 0.739 0.705 -2.236
N4 1.339 1.755 -2.780
N5 1.915 2.459 -1.900
N6 1.716 1.874 -0.714
C22 2.145 2.474 0.511
H12 2.440 1.689 1.211
H13 3.004 3.110 0.289
C23 1.005 3.327 1.109
H14 1.307 3.623 2.122
C24 0.665 4.550 0.241
H15 1.132 5.456 0.619
H16 0.999 4.386 -0.785
C25 -0.861 4.596 0.300
H17 -1.308 5.057 -0.577
C26 -1.198 3.112 0.414
H18 -2.154 2.909 0.900
O2 -0.180 2.552 1.223
H19 -1.203 2.636 -0.578
H20 -1.194 5.123 1.195
H21 0.814 0.193 1.086
H22 -3.167 -1.218 2.440
H23 -3.584 -0.417 -2.891
H24 -6.002 -0.857 -2.603
H25 -6.901 -1.370 -0.379
H26 -5.134 -2.449 2.387
H27 -6.663 -1.710 1.914
H28 -5.413 -0.727 2.675

As for the net charge: 0.


The calculated total energy results, record by record, are as follows: -67480.5801 -302578.3574 -40452.5643 eV.
The orbital gap results, record by record, are as follows: 7.320 5.162 7.787 eV.